Molecular formula: C8H10
Method: DFT, wB97M-V/def2-TZVPD

Last column: Mulliken charge in e.
Geometry (Å):
C  2.59998  0.79767  -0.25365  -1.02
C  1.64717  0.05435  -1.13856  -0.57
C  0.29409  -0.16409  -0.47575  0.50
C  -0.89961  0.11967  -1.04841  -0.26
C  -2.06798  0.12838  -0.36401  -0.41
C  -2.03349  -0.16680  0.95226  -0.40
C  -0.82010  -0.46426  1.56586  -0.41
C  0.33666  -0.59133  0.92146  -0.63
H  2.53280  1.85911  -0.23207  0.36
H  2.75309  0.55399  0.85703  0.29
H  3.44816  0.71441  -0.94323  0.31
H  1.67088  0.45861  -2.17333  0.36
H  2.08264  -1.10805  -1.30145  0.20
H  -1.07587  0.73350  -1.96079  0.19
H  -3.02116  0.54915  -0.72260  0.30
H  -2.86373  -0.09639  1.55509  0.43
H  -0.96058  -0.77991  2.71096  0.16
H  1.09345  -1.16600  1.25524  0.59

Total charge   0
ΔE to the lowest compared entry with this formula, charge and spin   49.73 kcal/mol
DFT total energy   -8456.1127 eV
Structure (SMILES)   CCc1ccccc1